(1)
Density functional theory data (ωB97M-V/def2-TZVPD) for C21H21N4PdS3 as an isolated structure.

Cartesian coordinates (Å):
Pd1 -0.901 -0.169 -0.075
S1 -2.470 3.556 -2.600
S2 -1.479 -0.196 2.126
S3 3.091 0.304 -2.673
N1 0.836 0.147 -1.519
N2 -0.477 2.211 1.585
N3 -1.473 1.497 -1.514
N4 1.100 0.432 1.729
C1 -2.592 2.146 -1.595
C2 0.156 4.537 1.509
C3 1.949 1.559 -2.932
C4 -3.815 1.684 -0.906
C5 3.525 0.756 1.859
C6 0.532 3.101 1.536
C7 -0.513 -4.813 1.527
C8 -0.816 3.188 -2.899
C9 -1.545 -3.278 -0.057
C10 -0.453 2.048 -2.239
C11 0.795 1.309 -2.247
C12 -2.315 -5.580 0.122
C13 2.197 -1.822 -1.018
C14 1.873 2.665 1.609
C15 -2.406 -4.344 -0.464
C16 -0.565 -3.572 0.954
C17 -1.376 -5.830 1.120
C18 -1.620 -2.023 -0.558
C19 1.951 -0.504 -1.650
C20 -0.222 0.938 1.714
C21 2.163 1.335 1.729
H1 2.178 2.391 -3.566
H2 4.269 1.542 1.930
H3 -1.307 -6.807 1.570
H4 1.036 5.173 1.504
H5 0.210 -5.011 2.305
H6 -4.158 2.415 -0.175
H7 1.251 -0.479 2.153
H8 1.488 -2.549 -1.422
H9 3.763 0.128 1.001
H10 -0.460 4.767 0.642
H11 -0.446 4.763 2.388
H12 -4.625 1.524 -1.617
H13 2.670 3.390 1.613
H14 -2.985 -6.370 -0.190
H15 -0.221 3.813 -3.533
H16 -3.583 0.734 -0.400
H17 3.581 0.132 2.750
H18 -3.132 -4.140 -1.235
H19 3.210 -2.164 -1.209
H20 0.105 -2.772 1.257
H21 2.025 -1.766 0.060

Summary:
Lowest unoccupied orbital energy (alpha / beta), eV: -4.05 / -4.05
Frontier orbital gap (alpha / beta), eV: 5.8916 / 5.8922
Energy relative to the best compared isomer or geometry (same formula, charge and spin), eV: 1.2816
HOMO (alpha / beta), eV: -9.94 / -9.94
Net charge: +1

Here is what Löwdin gives for the atomic charges, in e: number 1, Pd, carries 0.5398; number 2, S, carries 1.0913; number 3, S, carries 0.6179; number 4, S, carries 1.0964; number 5, N, carries 0.0028; number 6, N, carries 0.0954; number 7, N, carries -0.0098; number 8, N, carries 0.0771; number 9, C, carries -0.6125; number 10, C, carries -0.0052; number 11, C, carries -0.3164; number 12, C, carries -0.0615; number 13, C, carries 0.0016; number 14, C, carries -0.2671; number 15, C, carries -0.0562; number 16, C, carries -0.3208; number 17, C, carries -0.3614; number 18, C, carries -0.3287; number 19, C, carries -0.3168; number 20, C, carries -0.0540; number 21, C, carries -0.0708; number 22, C, carries 0.0248; number 23, C, carries -0.0031; number 24, C, carries -0.0403; number 25, C, carries -0.0164; number 26, C, carries 0.1030; number 27, C, carries -0.6306; number 28, C, carries -0.8945; number 29, C, carries -0.2479; number 30, H, carries 0.0775; number 31, H, carries 0.0933; number 32, H, carries 0.1184; number 33, H, carries 0.0830; number 34, H, carries 0.1145; number 35, H, carries 0.0899; number 36, H, carries 0.1299; number 37, H, carries 0.0902; number 38, H, carries 0.0838; number 39, H, carries 0.0889; number 40, H, carries 0.1009; number 41, H, carries 0.0865; number 42, H, carries 0.1207; number 43, H, carries 0.1173; number 44, H, carries 0.0751; number 45, H, carries 0.0621; number 46, H, carries 0.0993; number 47, H, carries 0.1206; number 48, H, carries 0.0795; number 49, H, carries 0.0742; number 50, H, carries 0.0580

=====

(2)
Density functional theory data (ωB97M-V/def2-TZVPD) for C21H21N5O3S in the gas phase.

Cartesian coordinates (Å):
S1 1.935 -0.804 3.072
O1 3.131 -1.063 3.813
O2 3.271 3.402 -3.652
O3 0.729 -0.510 3.778
N1 2.666 2.741 -1.616
N2 1.402 -2.002 -0.242
N3 -1.873 -0.999 -0.965
N4 1.683 -2.182 2.105
N5 0.413 -1.678 -1.104
C1 0.915 -1.944 0.977
C2 -2.859 -0.763 -0.084
C3 0.640 -1.641 -2.523
C4 -0.728 -1.376 -0.441
C5 -2.704 -0.902 1.335
C6 -4.117 -0.355 -0.586
C7 -0.453 -1.541 0.956
C8 -3.811 -0.626 2.171
C9 4.158 1.294 -2.957
C10 0.454 -0.230 -3.070
C11 -5.016 -0.235 1.660
C12 3.630 1.243 0.061
C13 -6.193 0.056 2.539
C14 2.215 0.421 1.803
C15 2.558 1.967 -0.464
C16 -1.466 -1.304 1.859
C17 3.361 2.560 -2.789
C18 -5.155 -0.103 0.258
C19 1.158 1.178 1.335
C20 1.330 1.953 0.206
C21 3.448 0.457 1.183
H1 2.571 -2.611 1.882
H2 -4.220 -0.256 -1.655
H3 3.716 0.461 -2.418
H4 0.652 -0.215 -4.138
H5 -7.020 -0.610 2.294
H6 2.028 3.527 -1.668
H7 1.658 -2.000 -2.684
H8 4.257 -0.123 1.598
H9 -5.939 -0.075 3.588
H10 0.215 1.144 1.858
H11 -0.065 -2.321 -3.012
H12 -6.112 0.206 -0.138
H13 -6.535 1.079 2.388
H14 0.508 2.539 -0.178
H15 -0.568 0.093 -2.894
H16 -1.309 -1.401 2.922
H17 4.603 1.302 -0.396
H18 -3.675 -0.735 3.238
H19 1.131 0.463 -2.577
H20 5.177 1.452 -2.609
H21 4.204 1.069 -4.020

Summary:
Lowest unoccupied orbital energy, eV: -0.35
Frontier orbital gap, eV: 7.6997
Energy relative to the best compared isomer or geometry (same formula, charge and spin), eV: 0.6092
HOMO, eV: -8.05

Here is what Löwdin gives for the atomic charges, in e: number 1, S, carries 0.6742; number 2, O, carries -0.2811; number 3, O, carries 0.0690; number 4, O, carries -0.2723; number 5, N, carries 0.1256; number 6, N, carries 0.1836; number 7, N, carries 0.1924; number 8, N, carries -0.0170; number 9, N, carries -0.0868; number 10, C, carries -0.3560; number 11, C, carries -0.2151; number 12, C, carries -0.1769; number 13, C, carries -0.2334; number 14, C, carries -0.1323; number 15, C, carries -0.0120; number 16, C, carries -0.0853; number 17, C, carries 0.0049; number 18, C, carries -0.0003; number 19, C, carries -0.0660; number 20, C, carries -0.2791; number 21, C, carries -0.0061; number 22, C, carries -0.0532; number 23, C, carries -0.2878; number 24, C, carries -0.2385; number 25, C, carries 0.0641; number 26, C, carries -0.5152; number 27, C, carries -0.0357; number 28, C, carries -0.0487; number 29, C, carries 0.0053; number 30, C, carries -0.0421; number 31, H, carries 0.1189; number 32, H, carries 0.1107; number 33, H, carries 0.0684; number 34, H, carries 0.0767; number 35, H, carries 0.0827; number 36, H, carries 0.1563; number 37, H, carries 0.1161; number 38, H, carries 0.1202; number 39, H, carries 0.0750; number 40, H, carries 0.1176; number 41, H, carries 0.1215; number 42, H, carries 0.1138; number 43, H, carries 0.0822; number 44, H, carries 0.1220; number 45, H, carries 0.0622; number 46, H, carries 0.1166; number 47, H, carries 0.1090; number 48, H, carries 0.1210; number 49, H, carries 0.0511; number 50, H, carries 0.0890; number 51, H, carries 0.0910

=====

Look up the energy relative to the best compared isomer or geometry (same formula, charge and spin) of the second one.
0.6092 eV